Record 1
# C3H10O

2 unconnected molecules or ions with the total composition C3H10O at a distorted geometry (ωB97M-V with the def2-TZVPD basis set, OMol25).

XYZ file:
```
14
Properties=species:S:1:pos:R:3:lowdin_charge:R:1
C 3.10 2.33 2.24 -0.081
C 1.92 2.44 1.16 -0.310
O 1.61 1.16 0.64 -0.084
H 4.02 2.13 1.67 0.069
H 3.14 3.30 2.79 0.077
H 2.92 1.48 2.88 0.052
H 2.33 3.18 0.43 0.103
H 1.00 2.92 1.49 0.100
H 2.42 0.65 0.62 0.073
C -4.45 -3.89 -2.81 -0.054
H -4.99 -3.99 -1.82 0.037
H -4.06 -4.88 -2.91 0.000
H -3.67 -3.15 -2.96 0.018
H -5.30 -3.68 -3.42 -0.002
```

As for the HOMO energy: -10.2 eV. As for the structure (SMILES): CCO.C. Its gap between HOMO and LUMO is 11.3 eV. The lowest unoccupied orbital energy is 0.039 Eh. For the energy above the lowest of the compared OMol25 structures with the same formula, charge and spin, the calculation gives 19.1 kcal/mol. As for the largest force on an atom: 2.3 eV Å⁻¹. The value obtained for the molar mass is 62.11 g mol⁻¹. As for the charge: 0.

=====

Record 2
# C3H10O2

2 unconnected molecules or ions with the total composition C3H10O2 at a distorted geometry (ωB97M-V with the def2-TZVPD basis set, OMol25).

XYZ file:
```
15
Properties=species:S:1:pos:R:3:lowdin_charge:R:1
C -1.00 -0.71 -1.69 -0.084
C 0.41 -0.08 -1.30 -0.414
C 1.70 -0.79 -2.00 -0.075
O 0.46 -0.28 0.19 -0.127
H -1.80 -0.02 -1.40 0.063
H -1.00 -1.73 -1.17 0.090
H -0.86 -1.09 -2.77 0.087
H 0.56 1.02 -1.66 0.144
H 2.51 -1.03 -1.17 0.103
H 2.03 -0.30 -2.85 0.009
H 1.42 -1.98 -2.27 0.124
H 0.02 0.44 0.69 0.078
O -1.35 1.64 4.23 -0.030
H -1.67 2.15 3.51 0.003
H -0.75 1.16 3.66 0.026
```

As for the HOMO energy: -10.4 eV. As for the structure (SMILES): CC(C)O.O. Its gap between HOMO and LUMO is 10.7 eV. The lowest unoccupied orbital energy is 0.012 Eh. For the energy above the lowest of the compared OMol25 structures with the same formula, charge and spin, the calculation gives 43.8 kcal/mol. As for the largest force on an atom: 7.2 eV Å⁻¹. The value obtained for the molar mass is 78.11 g mol⁻¹. As for the charge: 0.

=====

Record 3
# C3H10O2

3 unconnected molecules or ions with the total composition C3H10O2 at a distorted geometry (ωB97M-V with the def2-TZVPD basis set, OMol25).

XYZ file:
```
15
Properties=species:S:1:pos:R:3:lowdin_charge:R:1
C -0.03 1.87 0.41 -0.026
C -0.47 0.66 0.67 -0.320
C -0.03 -0.25 1.69 -0.126
H -0.24 2.42 -0.49 0.055
H 0.73 2.36 1.00 0.062
H -1.28 0.16 0.03 0.111
H -0.76 -0.46 2.49 0.089
H 0.83 0.28 2.11 0.071
H 0.37 -1.24 1.29 0.109
O -1.38 -1.55 -1.40 -0.104
H -1.48 -2.40 -1.86 0.040
H -0.48 -1.26 -1.74 0.026
O 1.38 -0.65 -1.34 -0.087
H 1.58 -0.08 -2.11 0.066
H 1.25 0.15 -0.75 0.033
```

As for the HOMO energy: -9.9 eV. As for the structure (SMILES): C=CC.O.O. Its gap between HOMO and LUMO is 10.6 eV. The lowest unoccupied orbital energy is 0.026 Eh. For the energy above the lowest of the compared OMol25 structures with the same formula, charge and spin, the calculation gives 23.3 kcal/mol. As for the largest force on an atom: 4.4 eV Å⁻¹. The value obtained for the molar mass is 78.11 g mol⁻¹. As for the charge: 0.

=====

Record 4
# C3H10O2S

2 unconnected molecules or ions with the total composition C3H10O2S at a distorted geometry (ωB97M-V with the def2-TZVPD basis set, OMol25).

XYZ file:
```
16
Properties=species:S:1:pos:R:3:lowdin_charge:R:1
C 0.00 0.00 0.00 -0.450
S 1.24 1.04 0.79 0.819
C 2.57 0.37 -0.25 -0.517
C 3.88 1.07 0.17 -0.340
O 4.09 2.42 -0.33 -0.102
H 0.44 -1.01 -0.09 0.031
H -0.34 0.32 -1.00 0.045
H -0.88 -0.05 0.67 0.025
H 2.75 -0.71 -0.07 0.088
H 2.51 0.52 -1.34 0.093
H 3.85 1.01 1.27 0.103
H 4.77 0.52 -0.18 0.114
H 4.20 2.43 -1.30 0.093
O -3.02 -3.10 0.69 -0.089
H -2.16 -3.10 1.16 0.043
H -3.35 -2.18 0.76 0.044
```

As for the HOMO energy: -8.8 eV. As for the structure (SMILES): CSCCO.O. Its gap between HOMO and LUMO is 9.4 eV. The lowest unoccupied orbital energy is 0.020 Eh. For the energy above the lowest of the compared OMol25 structures with the same formula, charge and spin, the calculation gives 12.6 kcal/mol. As for the largest force on an atom: 2.0 eV Å⁻¹. The value obtained for the molar mass is 110.18 g mol⁻¹. As for the charge: 0.

=====

Record 5
# C3H10O2S2

2 unconnected molecules or ions with the total composition C3H10O2S2 at a distorted geometry (ωB97M-V with the def2-TZVPD basis set, OMol25).

XYZ file:
```
17
Properties=species:S:1:pos:R:3:lowdin_charge:R:1
O -1.51 0.42 -0.81 -0.087
C -1.41 -1.00 -0.86 -0.268
C -0.46 -1.55 0.19 -0.275
C 0.95 -1.07 -0.03 -0.574
S 1.91 -0.97 1.52 0.434
S 0.95 0.54 2.53 0.329
H -1.07 0.73 -0.01 0.052
H -2.43 -1.42 -0.70 0.120
H -1.09 -1.24 -1.88 0.116
H -0.84 -1.20 1.14 0.079
H -0.47 -2.64 0.13 0.119
H 1.53 -1.74 -0.66 0.073
H 0.99 -0.07 -0.47 0.062
H 1.68 1.58 2.10 -0.191
O 0.67 3.16 -0.42 -0.067
H -0.13 3.71 -0.48 0.045
H 0.73 2.77 -1.30 0.032
```

As for the HOMO energy: -9.1 eV. As for the structure (SMILES): OCCCSS.O. Its gap between HOMO and LUMO is 9.7 eV. The lowest unoccupied orbital energy is 0.021 Eh. For the energy above the lowest of the compared OMol25 structures with the same formula, charge and spin, the calculation gives 0.0 kcal/mol. As for the largest force on an atom: 1.0 eV Å⁻¹. The value obtained for the molar mass is 142.25 g mol⁻¹. As for the charge: 0.

=====

Record 6
# C3H10O3

2 unconnected molecules or ions with the total composition C3H10O3 at a distorted geometry (ωB97M-V with the def2-TZVPD basis set, OMol25).

XYZ file:
```
16
Properties=species:S:1:pos:R:3:lowdin_charge:R:1
O 1.08 1.82 0.37 -0.050
C 1.05 1.24 -0.92 -0.296
C -0.03 0.16 -0.95 -0.194
C 0.04 -0.75 -2.16 -0.281
O -1.11 -1.59 -2.24 -0.070
H 1.23 2.77 0.25 0.094
H 1.99 0.68 -1.03 0.114
H 0.96 1.78 -1.87 0.127
H -1.00 0.67 -0.99 0.124
H 0.01 -0.41 -0.02 0.121
H 0.92 -1.38 -2.19 0.115
H 0.06 -0.14 -3.05 0.118
H -1.28 -1.91 -1.35 0.078
O -1.17 -0.62 5.43 -0.065
H -2.06 -0.93 5.63 0.030
H -0.71 -1.40 5.08 0.035
```

As for the HOMO energy: -10.2 eV. As for the structure (SMILES): OCCCO.O. Its gap between HOMO and LUMO is 11.0 eV. The lowest unoccupied orbital energy is 0.030 Eh. For the energy above the lowest of the compared OMol25 structures with the same formula, charge and spin, the calculation gives 18.8 kcal/mol. As for the largest force on an atom: 2.7 eV Å⁻¹. The value obtained for the molar mass is 94.11 g mol⁻¹. As for the charge: 0.